The molecule C4H5NO2, computed with ωB97M-V/def2-TZVPD.

* energy above the lowest of the compared OMol25 structures with the same formula, charge and spin: 11.9 kcal per mole
* SMILES: Cc1coc(O)n1

XYZ file:
```
12
Properties=species:S:1:pos:R:3:forces:R:3:lowdin_charge:R:1
H 0.479 2.851 1.515 -0.16 0.01 0.11 0.13
H -1.087 -0.196 -2.033 -0.10 -0.16 0.12 0.12
H 0.909 -2.246 -0.918 -0.06 0.06 0.11 0.08
N 0.307 0.507 0.873 -0.14 0.25 -0.12 0.18
C 0.029 -0.464 -0.096 -0.11 -0.08 -0.24 -0.32
H 1.310 -1.926 0.780 -0.07 0.06 -0.11 0.08
O -0.931 1.422 -0.735 0.15 0.18 0.06 0.10
H -0.287 -2.545 0.350 0.08 0.10 -0.01 0.08
C 0.516 -1.872 0.032 0.02 -0.04 0.01 -0.04
C -0.715 0.101 -1.070 0.15 -0.21 0.01 -0.05
C -0.272 1.564 0.410 0.11 -0.10 -0.06 -0.50
O -0.257 2.805 0.891 0.14 -0.06 0.10 0.14
```
Positions in Å, forces in eV/Å.

A structure of composition C6H14O3 at a distorted geometry, computed with ωB97M-V/def2-TZVPD.

* energy above the lowest of the compared OMol25 structures with the same formula, charge and spin: 138.2 kcal per mole

XYZ file:
```
23
Properties=species:S:1:pos:R:3:forces:R:3:lowdin_charge:R:1
O -1.358 -1.808 -0.663 -0.19 0.54 0.66 -0.01
H 1.303 -1.842 -0.379 0.02 -0.10 -0.04 0.11
H 0.984 -1.130 1.198 -0.03 0.00 0.03 0.11
H -2.033 -0.645 1.566 -0.30 0.04 0.04 0.10
O 0.313 1.229 0.271 0.64 -0.87 -0.85 -0.09
H 0.530 -0.553 -2.458 0.08 0.02 -0.08 0.08
C -1.631 0.329 1.309 -0.63 -1.60 -0.49 0.02
H 1.814 0.617 -2.116 -0.03 -0.01 0.12 0.08
O -1.087 -0.429 -0.327 -0.26 0.45 0.80 -0.21
H 0.139 1.174 -2.281 -0.01 0.05 0.03 0.09
C 1.396 -0.928 0.207 -0.32 0.00 -0.01 -0.18
H 3.430 -1.293 0.858 -0.05 0.06 -0.03 0.07
H -3.308 1.071 0.219 0.00 0.06 -0.01 0.08
H -2.015 -1.709 -1.367 0.00 0.09 0.06 0.10
H -0.848 0.607 1.999 0.42 -0.05 -0.61 0.10
C -2.639 1.387 1.020 0.02 -0.27 -0.49 -0.09
C 0.552 0.178 -0.426 0.91 1.99 0.82 -0.58
H 2.942 0.410 0.916 0.00 -0.05 -0.06 0.08
H -3.263 1.515 1.913 0.19 -0.01 0.03 0.09
C 2.861 -0.516 0.343 -0.07 0.03 -0.03 -0.09
H -2.178 2.332 0.752 0.09 0.03 0.04 0.08
H 3.326 -0.362 -0.633 -0.01 0.02 0.05 0.07
C 0.770 0.366 -1.920 -0.48 -0.40 0.00 -0.01
```
Positions in Å, forces in eV/Å.

A structure of composition C22H19N6O2PdS3 at a distorted geometry, computed with ωB97M-V/def2-TZVPD.

* expectation value of S²: 2.0230
* total charge: +1
* energy above the lowest of the compared OMol25 structures with the same formula, charge and spin: 21.9 kcal per mole
* spin multiplicity: 3

XYZ file:
```
53
Properties=species:S:1:pos:R:3:forces:R:3:lowdin_charge:R:1
C 1.654 0.076 -2.461 0.00 0.13 0.07 -0.03
N 1.147 1.772 -0.714 -0.26 -0.80 -0.03 -0.03
H -7.936 3.780 -1.086 -0.05 0.04 -0.03 0.10
H -6.990 1.769 -0.182 0.00 0.01 0.02 0.12
O -2.498 0.297 1.614 -0.32 0.14 -0.02 -0.34
H 2.516 1.233 1.847 0.01 0.01 0.00 0.11
C -1.694 -2.507 -1.534 0.03 -0.20 -0.03 -0.10
H -4.774 -1.659 -2.558 0.04 -0.05 -0.05 0.12
S 1.198 -1.346 1.720 -0.23 -0.05 0.17 0.68
H 0.913 3.555 0.343 -0.06 -0.06 0.00 0.08
C 2.727 2.209 -3.969 0.03 0.05 0.00 -0.07
H 3.128 0.725 -5.441 0.01 0.00 0.01 0.11
C 2.185 -0.137 -3.715 -0.03 -0.03 0.08 -0.06
H -4.960 0.591 0.614 -0.06 -0.02 -0.07 0.11
H -3.198 -3.637 -2.584 -0.02 -0.02 0.05 0.11
C 0.823 0.130 2.541 0.84 -0.04 1.11 -0.80
O -1.246 2.376 1.245 -0.09 0.18 -0.15 -0.35
C 1.645 1.376 -1.950 0.25 0.21 -0.29 -0.30
C 0.312 2.330 4.189 0.35 0.16 -0.18 -0.01
C 2.716 0.921 -4.460 0.05 0.07 -0.10 -0.07
C 1.410 2.345 3.321 -0.25 0.10 0.21 -0.02
H -1.367 1.142 4.831 -0.03 -0.03 -0.06 0.15
N -0.216 0.167 3.426 0.05 0.35 -0.02 0.07
N -1.343 -1.333 -1.025 0.10 0.87 0.17 0.07
H -7.046 5.245 -1.228 -0.02 -0.01 -0.03 0.10
C 2.180 2.429 -2.709 -0.16 -0.11 0.26 -0.45
C -0.493 1.225 4.201 -0.19 -0.13 0.05 -0.03
C 1.272 3.044 -0.539 -0.04 0.19 0.01 -0.45
C -3.641 3.676 0.119 0.01 -0.05 0.07 -0.06
C -2.920 -2.691 -2.146 0.07 0.07 0.04 -0.03
C -2.210 -0.303 -1.137 -0.51 -0.93 -0.41 -0.49
H 3.153 3.024 -4.538 -0.03 -0.02 -0.04 0.12
C -3.722 2.327 0.446 0.27 -0.26 0.01 -0.31
H -2.691 4.183 0.223 -0.05 0.07 -0.07 0.11
N -3.424 -0.412 -1.661 0.05 0.31 0.07 0.16
Pd -0.039 0.088 0.401 1.40 -0.54 -1.81 0.80
H -0.979 -3.315 -1.435 0.01 0.01 -0.01 0.12
C -4.924 1.635 0.338 0.05 0.07 0.14 -0.07
C 1.667 1.262 2.514 -0.17 -0.28 -0.16 -0.09
N -7.096 4.296 -0.908 -0.01 0.02 0.07 0.12
C -4.766 4.340 -0.316 -0.05 -0.01 -0.02 -0.02
H 0.102 3.169 4.834 -0.08 -0.02 0.01 0.12
S 2.014 3.914 -1.823 -0.01 -0.15 0.04 1.11
H 1.249 -0.732 -1.869 -0.01 -0.09 -0.03 0.08
N -1.717 0.900 -0.686 0.33 0.55 0.77 -0.16
C -6.048 2.297 -0.097 -0.03 0.03 -0.04 -0.02
H 2.059 3.210 3.288 0.02 -0.02 0.02 0.13
C -5.985 3.655 -0.454 0.10 -0.06 0.05 -0.31
H 2.200 -1.135 -4.130 -0.01 0.00 0.02 0.11
C -3.770 -1.595 -2.152 0.00 -0.02 0.02 -0.09
S -2.244 1.446 0.749 -1.28 0.46 0.11 0.56
H -0.870 -0.605 3.398 -0.04 -0.10 0.01 0.15
H -4.714 5.393 -0.564 0.00 0.00 0.00 0.11
```
Positions in Å, forces in eV/Å.

The ion C6H9F5NO3 with charge -1 at a distorted geometry, computed with ωB97M-V/def2-TZVPD.

* total charge: -1

XYZ file:
```
24
Properties=species:S:1:pos:R:3:forces:R:3:lowdin_charge:R:1
C -2.962 -1.128 0.855 -0.30 -0.06 0.04 -0.24
H 1.117 -0.684 -1.788 -0.11 0.03 -0.14 0.11
H -4.801 -0.186 0.245 -0.22 -0.09 0.16 0.10
H -2.658 -0.738 1.833 0.05 0.18 0.21 0.12
C 2.770 0.847 0.306 -0.89 0.32 -0.49 -0.60
H -0.993 -0.160 -0.906 -0.01 0.30 -0.20 0.13
F 3.557 2.418 -1.347 0.28 -1.02 0.30 0.10
C 1.392 -0.732 -0.723 0.01 0.47 -0.12 -0.30
C -0.814 -0.730 0.006 -0.29 -0.62 0.08 -0.29
F 3.924 0.284 -1.749 -0.01 0.61 0.57 0.11
F 2.760 1.971 1.122 -0.03 0.04 0.12 0.04
C -3.730 -0.051 0.105 -0.05 0.39 -0.08 -0.24
F 3.417 -0.133 1.086 0.22 -0.36 0.15 0.02
C 3.845 1.218 -0.758 0.76 0.44 -0.32 -0.48
H -3.650 -1.943 1.054 -0.05 -0.31 -0.01 0.12
H -3.543 -0.134 -0.960 0.12 -0.22 -0.25 0.12
H -2.814 1.278 1.212 0.33 -0.03 0.24 0.07
O -1.872 -1.673 0.189 0.23 0.07 -0.13 -0.10
O -3.419 1.286 0.474 -0.19 0.19 -0.18 -0.07
H -0.786 -0.064 0.869 0.01 0.31 0.16 0.12
F 5.113 1.339 -0.237 -0.75 -0.02 -0.50 0.09
N 1.550 0.558 -0.165 0.55 0.02 0.24 0.05
H 2.267 -1.367 -0.634 0.11 -0.29 0.08 0.11
O 0.330 -1.476 -0.088 0.24 -0.33 0.09 -0.09
```
Positions in Å, forces in eV/Å.

| no. | E (eV) |
| --- | --- |
| 1 | -9813.8007 |
| 2 | -12586.1063 |
| 3 | -72137.0942 |
| 4 | -27588.3778 |